# 1
This record from OMol25 describes a cluster of 6 separate species, C41H77FN2O7 in total. The level of theory is ωB97M-V/def2-TZVPD.

Properties
Kohn-Sham gap in Eh: 0.295
F_max in Eh/bohr: 0.0115
Spin multiplicity: 1
SMILES: C#Cc1c(OCCC)cc(CCCCCCCOC)c2ncc(F)nc12.CCOCC.CCOCC.CCOCC.CCOCC.CCOCC

Last column: Mulliken charge in e.
Atoms and positions in Å:
C 5.308 4.472 1.032  -0.0820
C 4.654 3.505 0.760  -0.9287
C 3.879 2.329 0.526  1.0998
C 2.504 2.400 0.483  0.1996
O 1.939 3.614 0.624  -0.5798
C 0.603 3.686 1.138  -0.5228
C -0.414 3.873 0.022  0.0892
C -1.686 4.596 0.466  -1.1605
C 1.744 1.232 0.248  -0.1235
C 2.332 0.020 0.047  -0.3286
C 1.449 -1.183 -0.191  0.8788
C 1.794 -2.051 -1.415  -0.6214
C 0.587 -2.766 -2.032  -1.1543
C -0.447 -3.387 -1.053  -0.6372
C -1.874 -2.851 -1.216  -1.1620
C -2.142 -1.473 -0.595  -0.8203
C -1.988 -0.295 -1.532  0.0148
O -3.208 -0.124 -2.248  -0.3761
C -3.030 0.390 -3.548  -0.6141
C 3.746 -0.066 0.103  0.0054
N 4.329 -1.289 -0.045  -0.2940
C 5.627 -1.330 0.008  -0.3028
C 6.373 -0.151 0.208  0.1175
F 7.707 -0.286 0.231  -0.2974
N 5.887 1.023 0.378  -0.6355
C 4.523 1.084 0.330  0.2058
H 5.933 5.310 1.216  0.4821
H 0.586 4.579 1.763  0.1747
H 0.392 2.838 1.790  0.3956
H 0.079 4.501 -0.722  0.2520
H -0.663 2.941 -0.487  0.0695
H -2.416 3.933 0.922  0.3856
H -1.458 5.424 1.138  0.1094
H -2.127 5.046 -0.423  0.4059
H 0.668 1.322 0.215  0.5431
H 1.453 -1.793 0.714  0.4256
H 0.445 -0.797 -0.344  -1.0961
H 2.214 -1.384 -2.173  0.4254
H 2.585 -2.754 -1.178  0.1597
H 0.982 -3.580 -2.641  0.4618
H 0.067 -2.108 -2.726  0.5662
H -0.129 -3.307 -0.014  0.4157
H -0.490 -4.454 -1.274  0.4773
H -2.137 -2.856 -2.275  0.4320
H -2.556 -3.558 -0.740  0.3996
H -3.180 -1.450 -0.259  0.5486
H -1.542 -1.339 0.305  0.4680
H -1.175 -0.439 -2.248  0.4270
H -1.776 0.631 -0.984  -0.1786
H -2.785 -0.412 -4.251  0.2597
H -2.264 1.168 -3.580  0.3219
H -3.964 0.841 -3.878  0.1786
H 6.132 -2.281 -0.108  0.4869
C 1.865 8.534 2.414  -1.2643
C 0.535 7.857 2.133  -0.2152
O 0.104 6.963 3.145  -0.3752
C -0.109 7.529 4.426  -0.3700
C -1.162 8.624 4.453  -1.0502
H 2.641 7.789 2.595  0.3182
H 2.158 9.142 1.558  0.4047
H 1.816 9.190 3.284  0.2926
H 0.624 7.246 1.234  0.3005
H -0.242 8.603 1.932  0.3559
H 0.835 7.893 4.847  0.3257
H -0.432 6.696 5.051  0.3306
H -0.863 9.496 3.871  0.2700
H -1.327 8.953 5.479  0.4100
H -2.106 8.256 4.049  0.2493
C -6.357 1.669 -8.198  -1.2205
C -5.721 1.648 -6.819  -0.2461
O -6.051 2.761 -6.009  -0.4119
C -7.426 2.927 -5.713  -0.3172
C -8.044 1.762 -4.959  -1.0280
H -6.104 2.591 -8.721  0.3075
H -5.997 0.824 -8.786  0.4001
H -7.445 1.595 -8.150  0.2800
H -4.636 1.684 -6.921  0.3763
H -5.958 0.712 -6.299  0.2989
H -7.994 3.139 -6.626  0.2976
H -7.473 3.826 -5.098  0.3332
H -8.054 0.847 -5.553  0.2991
H -9.076 1.995 -4.696  0.3849
H -7.488 1.562 -4.042  0.2541
C 4.681 -7.917 -0.193  -0.6266
C 4.727 -6.556 -0.864  -0.3898
O 3.521 -5.820 -0.765  -0.4053
C 3.080 -5.529 0.549  -0.0782
C 4.062 -4.708 1.367  -0.9208
H 3.856 -8.512 -0.587  0.2835
H 5.612 -8.456 -0.368  0.4282
H 4.550 -7.840 0.887  -0.1105
H 4.896 -6.677 -1.934  0.3691
H 5.568 -5.968 -0.476  0.2266
H 2.814 -6.451 1.080  0.3844
H 2.156 -4.965 0.416  0.0621
H 4.991 -5.246 1.564  0.3905
H 3.619 -4.450 2.330  0.4413
H 4.306 -3.782 0.844  -0.0170
C -6.405 5.647 3.140  -1.2647
C -5.354 5.062 2.212  -0.1349
O -5.868 4.171 1.239  -0.4153
C -6.806 4.717 0.330  -0.3154
C -6.263 5.860 -0.510  -1.0237
H -6.966 4.851 3.631  0.3154
H -5.925 6.259 3.905  0.4035
H -7.115 6.282 2.609  0.2846
H -4.648 4.470 2.794  0.3611
H -4.774 5.860 1.733  0.2420
H -7.718 5.025 0.856  0.3063
H -7.083 3.886 -0.319  0.3312
H -6.009 6.731 0.095  0.2989
H -7.012 6.173 -1.239  0.3896
H -5.366 5.546 -1.046  0.2354
C 4.890 -12.321 3.797  -1.0411
C 5.617 -11.685 2.625  -0.3831
O 5.306 -10.319 2.423  -0.3364
C 5.608 -9.446 3.496  -0.1624
C 7.079 -9.408 3.871  -1.1423
H 3.811 -12.201 3.688  0.2910
H 5.118 -13.387 3.841  0.3859
H 5.184 -11.883 4.751  0.2707
H 5.322 -12.180 1.700  0.3117
H 6.700 -11.822 2.726  0.3175
H 4.994 -9.685 4.373  0.2852
H 5.294 -8.459 3.153  0.2246
H 7.429 -10.366 4.259  0.2760
H 7.246 -8.658 4.646  0.3978
H 7.688 -9.152 3.003  0.2955

Atoms 1-6, force components in eV/Å:
0.0964 0.0079 -0.1675
0.0010 -0.0212 0.2307
0.3604 0.3771 -0.0935
-0.0937 -0.1117 -0.1117
-0.0058 -0.2434 0.2594
-0.2249 0.2886 -0.0599

=====

# 2
This record from OMol25 describes a structure of composition C6H12O. The level of theory is ωB97M-V/def2-TZVPD.

Properties
Kohn-Sham gap in Eh: 0.344
Relative energy (zero: lowest compared OMol25 entry of this formula, charge and spin) in kcal/mol: 120.89
F_max in Eh/bohr: 0.0074
Spin multiplicity: 1

Last column: Mulliken charge in e.
Atoms and positions in Å:
C 1.615 1.093 0.297  -1.4662
C 0.796 -0.201 0.226  0.6989
C 1.537 -1.316 -0.517  -1.4657
C -0.550 0.081 -0.423  -0.5186
C -1.776 -0.822 -0.178  -0.8584
C -1.662 0.517 0.462  0.6823
O -1.717 0.940 1.700  -0.7315
H 1.073 1.857 0.866  0.3258
H 2.583 0.924 0.784  0.4008
H 1.812 1.488 -0.709  0.3383
H 0.603 -0.533 1.256  0.2225
H 2.491 -1.548 -0.028  0.3920
H 1.755 -1.021 -1.552  0.3233
H 0.941 -2.237 -0.550  0.3636
H -0.495 0.500 -1.429  0.4578
H -2.450 -0.988 -1.015  0.2822
H -1.676 -1.668 0.503  0.2803
H -2.470 1.400 -0.331  0.1041
H -2.420 1.545 0.627  0.1685

Atoms 1-6, force components in eV/Å:
-0.0060 0.0231 0.0037
-0.0366 -0.0086 0.0464
0.0026 -0.0126 -0.0228
0.1222 0.0551 -0.0819
-0.0616 -0.1164 -0.0051
-0.0126 -0.0081 -0.3249

=====

# 3
This record from OMol25 describes a cluster of 2 separate species, CH3N6 in total. The level of theory is ωB97M-V/def2-TZVPD.

Properties
Kohn-Sham gap in Eh: 0.333
Total charge: -1
Relative energy (zero: lowest compared OMol25 entry of this formula, charge and spin) in kcal/mol: 4.68
F_max in Eh/bohr: 0.0559
Spin multiplicity: 1

Last column: Mulliken charge in e.
Atoms and positions in Å:
C 1.264 0.668 -0.669  0.1697
N 2.225 1.174 0.146  -0.3310
N 1.236 -0.673 -0.662  -0.5025
N 2.772 0.102 0.641  -0.3514
N 2.268 -1.022 0.234  -0.3257
N -1.039 -0.228 0.723  -0.0269
N -2.007 0.265 0.174  -0.5484
H -0.660 -1.080 0.288  0.3095
H -0.430 0.250 1.516  0.2457
H 0.501 1.309 -1.283  0.3610

Atoms 1-6, force components in eV/Å:
-1.0286 0.3306 -1.0073
-1.4972 0.0566 -1.3165
1.0966 0.3817 0.6081
1.9829 -1.0068 1.7530
-1.8273 1.5602 -1.5760
-0.2806 0.4967 0.0684

=====

# 4
This record from OMol25 describes a cluster of 4 separate species, C3H15N2O5 in total. The level of theory is ωB97M-V/def2-TZVPD.

Properties
Kohn-Sham gap in Eh: 0.385
Total charge: +1
Relative energy (zero: lowest compared OMol25 entry of this formula, charge and spin) in kcal/mol: 5.11
F_max in Eh/bohr: 0.0408
Spin multiplicity: 1

Last column: Mulliken charge in e.
Atoms and positions in Å:
N 0.359 1.744 -1.153  -0.1977
C -0.460 0.525 -1.489  0.0096
C -1.789 0.677 -0.791  -0.6833
O -2.317 1.965 -1.217  -0.5726
C 0.305 -0.696 -0.916  0.3528
N 0.975 -1.517 -1.724  -0.3651
O 0.338 -0.741 0.307  -0.5701
H -0.262 2.515 -0.911  0.3586
H 1.018 1.557 -0.355  0.3005
H 0.869 2.016 -1.988  0.3703
H -0.499 0.441 -2.571  0.4455
H -2.467 -0.126 -1.001  0.4684
H -1.667 0.834 0.274  0.2889
H -3.134 1.838 -1.709  0.3356
H 1.551 -2.225 -1.289  0.2616
H 0.858 -1.512 -2.724  0.2082
H 0.621 -2.756 1.027  0.3169
H 1.051 -2.493 2.483  0.3329
O 0.714 -3.169 1.889  -0.6376
H -0.784 -1.165 2.355  0.3058
H -1.376 -0.709 3.648  0.3061
O -0.660 -0.493 3.039  -0.5980
H 1.902 1.449 1.810  0.3189
H 2.717 2.458 0.956  0.2925
O 2.129 1.697 0.903  -0.6488

Atoms 1-6, force components in eV/Å:
-0.0296 -0.5873 -0.3918
0.6982 -1.1118 0.0584
-0.4419 2.0286 -0.3158
0.0331 -0.6764 -0.1558
-0.1306 1.1034 1.1836
-0.0973 -0.0445 -0.2661

=====

| no. | E_HOMO (eV) |
| --- | --- |
| 1 | -8.160 |
| 2 | -8.807 |
| 3 | -4.321 |
| 4 | -13.672 |